{
  "formula": "C18H32INO6S3",
  "method": "ωB97M-V with the def2-TZVPD basis set",
  "elements": ["H", "S", "C", "H", "C", "C", "H", "O", "H", "C", "S", "C", "C", "H", "C", "S", "H", "H", "C", "H", "H", "H", "C", "H", "H", "H", "C", "N", "H", "H", "C", "C", "H", "C", "C", "C", "O", "O", "I", "H", "H", "H", "H", "H", "C", "O", "H", "H", "O", "O", "H", "H", "H", "H", "H", "C", "H", "H", "H", "C", "H"],
  "coordinates": [[-2.198, -0.054, -0.961], [3.750, 2.500, 0.753], [4.295, -2.768, 0.638], [-5.810, -0.818, -1.691], [-1.606, 2.818, -0.563], [5.611, 0.149, -0.145], [3.479, -2.366, 1.232], [0.611, 0.057, -1.780], [-4.667, -0.758, 1.625], [-2.230, -1.873, 1.946], [-0.221, 4.620, 1.185], [-0.749, 1.921, -1.472], [-4.088, -0.675, 0.702], [1.135, 1.508, 1.071], [4.587, -1.972, -0.614], [1.300, -1.391, -1.478], [-6.271, -2.076, 0.962], [-6.333, -2.940, -0.570], [-1.111, 4.260, -0.372], [3.280, -0.035, 1.158], [5.201, -2.785, 1.246], [-1.377, -1.529, -0.464], [2.754, 1.378, -0.321], [-3.633, -2.473, -0.373], [2.768, 3.388, 0.957], [6.340, 1.022, 1.652], [3.169, -0.067, 0.067], [4.387, -0.520, -0.599], [1.154, 2.724, -0.182], [-0.622, 3.528, 1.846], [1.287, 1.661, -0.001], [6.006, 0.044, 1.313], [-2.601, 2.879, -1.007], [-4.490, -1.799, -0.278], [-4.807, -1.252, -1.674], [-2.606, -0.661, 1.091], [-0.530, 0.201, 0.262], [6.303, 0.707, -0.940], [3.183, 1.896, -2.377], [5.223, -0.326, 1.971], [-4.348, 0.294, 0.261], [-2.608, -1.768, 2.963], [-2.637, -2.797, 1.530], [6.856, -0.638, 1.370], [-1.691, -0.537, -0.124], [5.071, -2.468, -1.581], [-1.746, 2.339, 0.409], [4.071, -3.791, 0.344], [2.192, -1.584, -2.579], [2.122, -1.014, -0.111], [-1.953, 4.949, -0.413], [-1.145, -1.983, 2.006], [-0.088, 2.519, -2.102], [-2.430, 0.231, 1.699], [-4.107, -0.469, -1.974], [-5.672, -2.637, 0.244], [-4.757, -2.037, -2.429], [-5.338, -3.550, 0.739], [-1.385, 1.362, -2.156], [0.146, 0.922, -0.732], [-0.429, 4.531, -1.179]],
  "homo_lumo_gap_ev": 9.1,
  "spin_multiplicity": 1
}